131
Properties=species:S:1:pos:R:3:forces:R:3:lowdin_spin:R:1 method="wB97M-V/def2-TZVPD" s_squared=0.78 relative_energy_kcal_mol=48.57 homo_ha="-0.3291 / -0.3287" total_charge=+1 e_tot_ev=-231544.3511 spin_multiplicity=2 homo_lumo_gap_ev="7.192 / 4.633"
Ba 0.081964 0.801671 0.799091 0.2 -3.1 -4.0 0.01
C 0.493738 -3.655158 -5.003800 -0.2 0.0 0.2 0.00
C -0.002092 -2.504646 -4.128483 0.3 0.3 0.2 0.01
C 0.351629 -1.185775 -4.814749 -0.2 -0.1 0.1 0.00
P 0.600258 -2.433062 -2.333224 -0.4 -0.5 -0.5 0.02
C 2.146462 -3.465418 -2.458491 -0.3 0.0 -0.1 0.00
N 3.061851 -3.272577 -1.366006 -0.8 0.8 1.0 0.01
Ge 2.623460 -1.969879 0.090458 1.4 0.1 -0.7 0.08
N 2.494908 -2.792333 2.295063 0.5 0.0 -0.1 0.34
C 1.342621 -2.551218 3.110903 -0.4 0.1 0.2 0.03
P 0.976490 -0.729691 3.232998 0.5 -0.9 1.4 0.00
C -0.275220 -0.773596 4.642500 0.2 0.0 -0.1 0.00
C 0.155866 -1.435662 5.948100 0.0 0.0 -0.2 0.00
C -0.835399 0.620376 4.935431 0.0 -0.1 -0.1 0.00
C 2.648886 -0.111254 3.802449 -0.2 -0.1 0.0 0.00
C 2.550305 1.341597 4.261071 0.0 0.0 -0.2 0.00
C 3.440023 -0.951855 4.799682 -0.1 0.0 -0.2 0.00
C 3.143381 -3.961410 2.415685 0.0 -0.1 -0.1 0.02
C 2.801292 -5.037179 3.266462 -0.2 -0.1 0.2 0.09
C 3.543107 -6.194125 3.271894 -0.2 0.0 0.2 0.00
C 4.629174 -6.349080 2.418411 0.0 0.1 0.0 0.13
C 4.986146 -5.319338 1.566325 0.1 0.1 -0.1 -0.01
C 4.283068 -4.128191 1.580871 -0.1 -0.3 0.2 0.11
N 4.616440 -3.013870 0.772332 -0.6 0.0 -0.2 0.02
C 5.236923 -3.384308 -0.462075 0.3 -0.3 -1.0 0.00
C 6.600453 -3.571421 -0.578463 -0.2 0.0 0.1 0.00
C 7.133921 -4.087733 -1.747142 0.0 -0.1 -0.1 0.00
C 6.281651 -4.426128 -2.788011 0.2 0.1 0.1 0.00
C 4.923635 -4.190585 -2.700750 -0.3 0.0 0.0 0.00
C 4.366581 -3.621200 -1.545216 0.6 0.0 0.3 0.00
C 5.301255 -1.957278 1.431034 0.6 0.9 0.6 0.01
C 6.160667 -2.145455 2.493733 -0.1 -0.1 -0.2 0.00
C 6.905082 -1.079471 2.974374 0.1 0.2 0.1 0.01
C 6.776278 0.170850 2.386250 0.1 -0.3 0.2 0.00
C 5.888301 0.378705 1.351003 -0.2 0.0 -0.2 0.00
C 5.117610 -0.680069 0.853598 0.0 -0.1 0.3 0.00
N 4.189904 -0.623035 -0.134687 -1.0 -0.9 0.2 0.04
C 4.092407 0.493103 -1.014851 -0.4 0.5 -0.2 0.00
P 2.745252 1.780492 -0.688941 1.1 0.4 -0.5 0.01
C 2.653881 2.542896 -2.403440 -0.1 -0.1 0.2 0.00
C 3.963609 2.620711 -3.189005 -0.1 0.1 0.2 0.00
C 1.609867 1.769755 -3.206367 0.0 0.2 0.2 0.00
C 3.491835 3.137652 0.372708 0.0 -0.2 -0.2 0.00
C 4.787580 3.797615 -0.095161 -0.1 -0.3 0.1 0.00
C 2.435925 4.224106 0.584893 0.0 -0.2 0.1 0.00
C -0.657748 -3.588043 -1.539219 0.3 0.2 0.0 0.00
C -0.355328 -3.727504 -0.049087 -0.1 0.1 -0.1 0.00
C -0.862631 -4.962896 -2.167804 -0.1 0.3 0.0 0.00
H -0.081619 -3.667996 -5.928177 0.0 0.0 -0.1 0.00
H 0.389509 -4.623549 -4.528092 0.0 -0.2 0.0 0.00
H 1.537379 -3.516192 -5.276097 0.1 0.0 0.0 0.00
H -1.093635 -2.553943 -4.037079 0.0 -0.1 0.0 0.00
H 1.433063 -1.068159 -4.876246 0.1 0.1 0.0 0.00
H -0.067489 -0.341576 -4.273359 0.0 0.1 0.0 0.00
H -0.045152 -1.174868 -5.828635 0.0 0.0 -0.1 0.00
H 2.617105 -3.143916 -3.397710 -0.1 -0.1 0.0 0.00
H 1.876152 -4.525400 -2.551084 0.1 0.1 -0.2 0.00
H 1.506083 -2.945541 4.121788 -0.1 0.1 -0.2 0.01
H 0.445516 -3.039088 2.702898 0.0 -0.1 0.1 0.01
H -1.090678 -1.375877 4.207907 0.1 0.1 0.0 0.00
H 0.930967 -0.854245 6.438315 0.1 0.1 0.1 0.00
H 0.521054 -2.449491 5.807435 0.0 -0.1 0.1 0.00
H -0.705738 -1.480331 6.611418 0.0 0.0 0.1 0.00
H -0.080763 1.273178 5.364549 0.1 0.0 0.1 0.00
H -1.657718 0.557449 5.649410 0.0 0.0 0.0 0.00
H -1.207310 1.097332 4.032595 -0.1 -0.1 0.0 0.00
H 3.208462 -0.140278 2.853091 -0.1 0.0 0.1 0.00
H 2.241340 1.397978 5.303755 -0.1 0.0 0.1 0.00
H 1.837866 1.895348 3.650582 0.0 0.2 0.1 0.00
H 3.520377 1.830375 4.185418 0.1 0.0 0.0 0.00
H 2.960525 -1.008338 5.772226 -0.1 0.0 0.1 0.00
H 4.415344 -0.487961 4.934717 0.1 0.0 0.0 0.00
H 3.609051 -1.955051 4.422256 0.1 -0.2 0.0 0.00
H 1.948328 -4.958806 3.925503 0.0 0.0 0.0 0.01
H 3.274518 -6.996057 3.943255 0.0 0.0 0.1 0.00
H 5.202142 -7.260919 2.426070 0.1 -0.1 0.0 0.01
H 5.829002 -5.445930 0.904902 0.0 0.1 -0.1 0.00
H 7.237982 -3.339377 0.261656 0.1 0.0 0.1 0.00
H 8.195714 -4.257062 -1.828064 0.1 0.0 0.0 0.00
H 6.684513 -4.878258 -3.681998 0.0 0.0 -0.1 0.00
H 4.290428 -4.481675 -3.524394 -0.1 0.1 -0.1 0.00
H 6.275470 -3.131416 2.920526 0.0 -0.1 0.1 0.00
H 7.601797 -1.232252 3.782805 0.1 0.0 0.1 0.00
H 7.377315 0.992279 2.746840 0.0 0.1 0.0 0.00
H 5.787972 1.367506 0.933427 -0.1 0.1 -0.1 0.00
H 3.797554 0.092385 -1.992387 0.2 0.2 -0.1 0.00
H 5.059860 0.997869 -1.121984 -0.1 -0.1 -0.1 0.00
H 2.278058 3.560104 -2.244883 0.0 -0.1 0.0 0.00
H 4.306570 1.636340 -3.495279 0.0 -0.1 0.0 0.00
H 4.752138 3.101027 -2.621346 0.2 0.0 0.0 0.00
H 3.803996 3.205839 -4.092421 0.0 0.0 -0.1 0.00
H 1.899870 0.723307 -3.291922 -0.1 -0.1 0.0 0.00
H 1.524960 2.181584 -4.210773 0.0 0.0 -0.1 0.00
H 0.630601 1.823081 -2.726532 -0.1 -0.1 0.0 0.00
H 3.669328 2.635333 1.332836 0.0 0.0 0.0 0.00
H 4.592564 4.483622 -0.914925 0.0 0.0 -0.1 0.00
H 5.543243 3.081227 -0.406474 0.1 0.0 -0.1 0.00
H 5.206521 4.380897 0.723311 0.0 0.1 0.1 0.00
H 2.155063 4.683056 -0.362402 0.0 0.1 -0.1 0.00
H 2.840281 5.008681 1.221646 0.0 0.1 0.1 0.00
H 1.543638 3.831030 1.065169 0.0 0.1 0.0 0.00
H -1.589977 -3.016514 -1.648008 0.0 -0.1 0.0 0.00
H 0.609213 -4.214448 0.104926 0.1 -0.1 0.1 0.00
H -1.121467 -4.334138 0.434891 0.0 -0.1 0.1 0.00
H -0.333447 -2.745735 0.427646 0.0 0.0 0.1 0.00
H 0.050146 -5.552976 -2.160319 0.1 -0.1 0.0 0.00
H -1.232516 -4.886299 -3.184284 0.0 -0.1 -0.1 0.00
H -1.604694 -5.512196 -1.591480 -0.1 -0.1 0.1 0.00
O -5.380935 4.316069 -2.274647 -0.2 0.1 -0.1 0.00
C -4.221520 3.752334 -1.924247 0.7 -0.3 0.2 0.00
C -3.197577 4.433264 -1.260402 -0.2 0.0 0.0 0.00
C -2.022517 3.766359 -0.970211 -0.2 0.2 -0.1 0.00
N -1.816358 2.487616 -1.266573 0.2 -0.5 0.0 0.00
C -2.804782 1.854131 -1.870616 0.1 0.3 0.0 0.00
Br -2.458702 0.030198 -2.257212 0.0 -0.2 -0.1 0.00
C -4.008023 2.408669 -2.248177 -0.2 0.2 0.0 0.00
H -5.414274 5.247610 -2.019101 0.1 -0.1 0.0 0.00
H -3.331576 5.466936 -0.976385 0.1 0.1 0.0 0.00
H -1.200789 4.272244 -0.480702 0.0 0.1 0.1 0.00
H -4.760808 1.846180 -2.776913 0.0 -0.1 0.0 0.00
Cl -1.672671 5.208209 2.342969 -0.1 0.5 -0.1 0.00
C -1.553735 3.716592 3.285101 0.1 -0.3 0.0 0.00
C -1.019709 2.667069 2.309463 -1.8 1.7 1.7 0.00
O -1.845676 1.976971 1.696392 -1.4 0.0 0.0 0.00
O 0.209071 2.579103 2.171430 1.6 1.8 1.4 0.00
H -2.545655 3.452271 3.651178 0.1 0.0 -0.1 0.00
H -0.854070 3.898554 4.096476 0.0 -0.1 0.0 0.00
N -2.327197 -0.776984 1.149388 -0.1 -0.2 0.1 0.00
H -2.744102 0.089279 1.478134 -0.1 0.0 0.0 0.00
H -2.531254 -1.481574 1.851145 0.0 0.0 0.0 0.00
H -2.838939 -1.039600 0.313642 0.0 -0.1 0.0 0.00